Entry 1:
CH5PS2 | the ωB97M-V functional and the def2-TZVPD basis

Values from the calculation:
- DFT total energy (eV) = -32075.24639
- highest occupied orbital energy (spin up / spin down) (Ha) = -0.3294 / -0.3295
- 2S+1 = 1
- energy relative to the best compared isomer or geometry (same formula, charge and spin) (kcal/mol) = 64.8

```
9
CH5PS2 the ωB97M-V functional and the def2-TZVPD basis
C 0.51069 -0.65444 -0.89875
P 0.36790 0.61555 0.37487
S -2.46027 -0.25080 0.75825
S 1.77724 1.98468 -0.06630
H 1.45633 -1.07254 -0.97852
H 0.41943 -0.02597 -1.73044
H -0.24769 -1.33950 -0.90431
H 0.54253 0.18481 1.63854
H -2.36617 0.55822 1.80665
```



Entry 2:
C5H5Cl3N2O2S | the ωB97M-V functional and the def2-TZVPD basis

Values from the calculation:
- DFT total energy (eV) = -60739.31720
- highest occupied orbital energy (spin up / spin down) (Ha) = -0.3442 / -0.3442
- 2S+1 = 1
- energy relative to the best compared isomer or geometry (same formula, charge and spin) (kcal/mol) = 63.4

```
18
C5H5Cl3N2O2S the ωB97M-V functional and the def2-TZVPD basis
C -1.85254 0.19911 1.88429
C -1.77017 -1.46195 -0.21130
C -3.27274 0.39869 -0.00990
C -0.64302 -0.25059 1.27181
C 0.87989 -0.42537 -1.40610
N -2.92155 0.63150 1.35250
N -2.82818 -0.89136 -0.50794
O 1.24152 1.47255 0.47251
O -0.99212 1.43080 -0.78206
S 0.14560 0.74674 -0.12823
Cl -1.06168 -2.95118 -0.45239
Cl -5.01468 0.68768 -0.28627
Cl 0.62069 -1.08485 2.21400
H -1.87944 0.26186 2.95405
H -2.75815 1.09517 -0.66923
H 1.63338 -1.03514 -1.03180
H 0.08708 -1.00184 -1.83610
H 1.26405 0.43162 -2.12842
```



Entry 3:
C8H10SSi | the ωB97M-V functional and the def2-TZVPD basis

Values from the calculation:
- DFT total energy (eV) = -27169.22343
- highest occupied orbital energy (Ha) = -0.3220
- structure (SMILES) = C#C[Si](C)(C)c1cccs1
- 2S+1 = 1
- energy relative to the best compared isomer or geometry (same formula, charge and spin) (kcal/mol) = 5.6

```
20
C8H10SSi the ωB97M-V functional and the def2-TZVPD basis
C -1.07051 3.25998 -0.83737
C -1.09901 2.06795 -0.62557
Si -0.99511 0.19807 -0.24636
C -1.73338 -0.90372 -1.55202
C -1.80984 -0.00499 1.45878
C 0.82131 -0.29691 0.04831
C 1.72327 -1.25075 -0.38970
C 2.99778 -1.15812 0.16032
C 3.07460 -0.07983 1.08514
S 1.56752 0.71751 1.22382
H -0.97477 4.30504 -0.67412
H -1.68802 -1.95582 -1.39084
H -2.71818 -0.75421 -1.87527
H -1.32627 -0.71768 -2.50265
H -1.08722 -0.44745 2.12834
H -2.17517 1.04498 1.92611
H -2.70862 -0.58210 1.56611
H 1.38754 -1.98223 -1.06130
H 3.88108 -1.73029 -0.02981
H 3.93299 0.27054 1.58809
```



Entry 4:
C26H31FeN3P2S | the ωB97M-V functional and the def2-TZVPD basis

Values from the calculation:
- DFT total energy (eV) = -95728.92661
- highest occupied orbital energy (spin up / spin down) (Ha) = -0.3074 / -0.3828
- <S²> = 8.807
- 2S+1 = 6
- total charge = +1

```
64
C26H31FeN3P2S the ωB97M-V functional and the def2-TZVPD basis
C -4.15577 0.46486 -2.37768
C -2.78894 0.67217 -2.12023
C -2.39528 1.20248 -0.84703
C -3.39927 1.40676 0.15982
C -4.78241 1.21319 -0.15728
C -5.15686 0.74316 -1.41445
C -2.95492 1.73738 1.44644
C -1.74763 2.44315 1.60569
C -0.75288 2.27142 0.58886
C 0.47302 3.01355 0.64449
C 0.67178 3.92828 1.69543
C -0.32200 4.13305 2.69393
C -1.50607 3.38950 2.66227
H -4.47088 0.00601 -3.33479
H -5.52288 1.37071 0.64580
H -6.21403 0.51278 -1.62577
H -3.67150 1.74245 2.27665
H 1.61574 4.50528 1.76016
H -0.12535 4.85345 3.50612
H -2.30794 3.56209 3.41018
N -1.07527 1.35823 -0.42521
Fe 0.23539 0.20188 -0.89160
C -1.72646 0.21338 -3.11691
H -1.05439 1.05448 -3.39138
H -2.17503 -0.23697 -4.01581
C 1.53237 2.81533 -0.42902
H 1.15493 3.04233 -1.44765
H 2.43641 3.40297 -0.22647
P -0.68851 -1.13477 -2.39772
P 2.11427 1.06563 -0.42445
C 2.89242 0.88719 1.20693
H 3.28110 -0.13049 1.33850
H 3.71923 1.60886 1.23237
H 2.20340 1.09460 2.04196
C 3.36875 1.04247 -1.70229
H 4.16376 1.72854 -1.37856
H 3.64970 -0.02191 -1.80732
H 2.92318 1.43746 -2.62636
C -1.86420 -2.45942 -1.95436
H -2.44199 -2.76140 -2.83709
H -1.30689 -3.31319 -1.55239
H -2.55435 -2.15348 -1.16204
C 0.26301 -1.74205 -3.81839
H 0.62382 -2.77003 -3.63032
H -0.40756 -1.69267 -4.69134
H 1.12250 -1.06551 -3.97251
H -2.99549 -0.44491 2.24234
H -2.38372 -0.53514 1.79018
N 2.80122 -1.99070 -1.74326
C 2.48324 -2.39319 -0.48823
N 1.49468 -1.92319 0.27521
C 1.53811 -2.43849 1.58613
C 0.78909 -2.12280 2.72700
C 1.18893 -2.56404 3.99758
C 2.28774 -3.41510 4.15483
C 3.00402 -3.81413 3.02180
C 2.63372 -3.30835 1.77955
S 3.60243 -3.48245 0.30502
H 3.64343 -2.41100 -2.14030
H 2.01853 -1.77388 -2.37883
H -0.11492 -1.54017 2.64805
H 0.65671 -2.25711 4.89984
H 2.61585 -3.75252 5.12638
H 3.86095 -4.47601 3.05750
```



Entry 5:
C11H18 | the ωB97M-V functional and the def2-TZVPD basis

Values from the calculation:
- DFT total energy (eV) = -11694.74035
- highest occupied orbital energy (Ha) = -0.3425
- structure (SMILES) = CC(C)(C)C.c1ccccc1
- 2S+1 = 1
- energy relative to the best compared isomer or geometry (same formula, charge and spin) (kcal/mol) = 104.7

```
29
C11H18 the ωB97M-V functional and the def2-TZVPD basis
C -0.44340 -1.18830 -1.66183
C -1.40558 -0.28083 -1.02398
C -2.45693 -0.06446 -2.12818
C -0.65933 0.97242 -0.55193
C -1.86841 -0.93628 0.24646
H -0.77897 -2.17593 -1.92822
H -0.15254 -0.90804 -2.62397
H 0.46771 -1.52149 -1.08205
H -3.09338 0.77439 -1.77862
H -1.77529 0.18007 -3.06253
H -2.96977 -0.91783 -2.17101
H -1.43808 1.40612 0.02665
H -0.18348 1.55387 -1.37157
H 0.19867 0.84660 0.25949
H -0.80428 -1.32698 0.65707
H -2.17629 0.06011 1.05370
H -2.52880 -1.76906 -0.08187
C 2.74217 0.97918 0.52102
C 2.53833 -0.40082 0.43905
C 1.78612 -1.00600 1.51374
C 0.98393 -0.23619 2.30499
C 1.09849 1.19072 2.35665
C 1.92463 1.90052 1.45694
H 3.32750 1.68077 -0.21240
H 3.02141 -0.72444 -0.55600
H 1.71558 -2.07336 1.59625
H 0.36710 -0.66917 3.07390
H 0.27797 1.65659 3.11160
H 2.28493 2.99780 1.61662
```



Entry 6:
C20H39BF4N4O4Ti | the ωB97M-V functional and the def2-TZVPD basis

Values from the calculation:
- DFT total energy (eV) = -70193.54513
- highest occupied orbital energy (Ha) = -0.2985
- 2S+1 = 1
- energy relative to the best compared isomer or geometry (same formula, charge and spin) (kcal/mol) = 36.4

```
73
C20H39BF4N4O4Ti the ωB97M-V functional and the def2-TZVPD basis
Ti -0.28548 0.10297 0.64388
C 0.31201 -2.94024 -2.59307
C -0.78442 -2.88859 -1.53390
C -2.09642 -2.27543 -2.09114
C -2.18406 -1.04777 -3.04812
C -1.45629 -1.20948 -4.38411
C -3.67774 -0.89085 -3.38181
N -1.70747 0.12969 -2.31631
C -1.31749 1.36119 -2.98378
C 0.18120 1.63210 -2.91715
N 0.73012 1.82477 -1.57433
C 0.33262 3.04125 -0.90207
C 0.59484 2.94072 0.59634
O 0.85815 3.90713 1.25333
O 0.53583 1.70291 1.11583
C 2.20122 1.67470 -1.50273
C 2.94304 2.26492 -2.70209
C 2.62910 0.21846 -1.24467
C 3.03123 -0.18136 0.20009
C 3.63176 0.98017 0.99370
C 4.13101 -1.24354 0.08642
N 1.83853 -0.68838 1.01584
C 1.73791 -2.14927 1.23754
C 1.08208 -2.81118 0.05347
N -0.30483 -2.37404 -0.18524
C -1.16541 -2.94009 0.86525
C -1.13641 -2.19845 2.18890
O -1.47603 -2.73432 3.20312
O -0.71589 -0.92582 2.12219
H -0.13599 -3.24690 -3.53492
H 1.08424 -3.67120 -2.36465
H 0.77927 -1.96628 -2.74329
H -1.04825 -3.93713 -1.33841
H -2.76207 -2.04924 -1.25599
H -2.57987 -3.09715 -2.63041
H -1.65494 -2.19793 -4.80258
H -0.38002 -1.07662 -4.31065
H -1.83268 -0.48155 -5.10429
H -4.05969 -1.74615 -3.94521
H -3.82633 0.00690 -3.98653
H -4.26700 -0.78312 -2.46869
H -0.18935 -0.19744 -0.89348
H -2.41571 0.34343 -1.63473
H -1.86479 2.18914 -2.52654
H -1.59163 1.37817 -4.04391
H 0.39911 2.49464 -3.56607
H 0.69043 0.76956 -3.35632
H -0.73434 3.22025 -1.03788
H 0.86996 3.93457 -1.24331
H 2.50985 2.28138 -0.65287
H 2.80717 1.66390 -3.60347
H 4.01281 2.29961 -2.48599
H 2.61361 3.28414 -2.91432
H 3.49015 -0.00220 -1.88023
H 1.82206 -0.43448 -1.58388
H 4.42248 1.46052 0.41399
H 4.08492 0.59557 1.91155
H 2.89908 1.73287 1.27510
H 4.98840 -0.78168 -0.40341
H 3.83517 -2.10386 -0.51785
H 4.46224 -1.59579 1.06435
H 1.91793 -0.25671 1.93353
H 1.19146 -2.31036 2.16242
H 2.71352 -2.60523 1.38564
H 1.13140 -3.90264 0.17324
H 1.67820 -2.55405 -0.81277
H -0.90723 -3.98203 1.07791
H -2.20195 -2.91983 0.53357
F -1.91318 1.55307 0.36336
B -3.18345 0.81592 0.56600
F -4.02233 1.09366 -0.48706
F -2.67309 -0.53182 0.44819
F -3.68494 1.07166 1.79516
```